# 1
DFT (ωB97M-V with the def2-TZVPD basis set) results for C4H9NO in the gas phase in a non-equilibrium geometry.

```
15
Properties=species:S:1:pos:R:3:nbo_charge:R:1
C 1.14132 -2.00500 0.72777 -0.630
C 1.48243 -0.48474 0.61371 -0.082
O 0.46485 0.34426 1.17731 -0.514
C -0.53559 0.85564 0.43530 0.413
N -0.48717 1.08810 -0.80109 -0.494
C -1.69127 1.61501 -1.41511 -0.427
H 0.86330 -2.18640 1.75443 0.206
H 0.31320 -2.31199 0.06259 0.209
H 1.99819 -2.64486 0.44796 0.214
H 2.38211 -0.22485 1.18004 0.192
H 1.55128 -0.52449 -0.44539 0.203
H -1.40583 1.04488 1.08035 0.139
H -1.90309 1.04414 -2.32479 0.201
H -1.53964 2.65808 -1.71690 0.200
H -2.58255 1.57203 -0.76679 0.169
```

The value obtained for the HOMO energy is -9.535 eV. The total charge is 0. Its SMILES is CCO/C=N/C. As for the total energy: -7830.3790 eV. The calculation puts the HOMO-LUMO gap at 10.65 eV. The energy above the lowest of the compared OMol25 structures with the same formula, charge and spin comes out at 1.9410 eV. The molar mass comes out at 87.1 g/mol.

***

# 2
DFT (ωB97M-V with the def2-TZVPD basis set) results for C4H9NO as an isolated structure.

```
15
Properties=species:S:1:pos:R:3:nbo_charge:R:1
C 0.80266 -1.02906 1.53499 -0.414
N -0.07469 -0.14428 0.80154 -0.432
C 0.62662 0.84138 -0.05107 -0.264
C -0.10774 0.31556 -1.25887 0.058
O -1.71849 1.22211 -1.40534 -0.881
C -0.67818 -0.70364 -0.43671 -0.416
H 1.29819 -0.47514 2.34039 0.198
H 0.20847 -1.82611 1.99437 0.204
H 1.57960 -1.50220 0.90212 0.156
H 1.69689 0.61065 -0.15924 0.207
H 0.51235 1.89457 0.23129 0.202
H 0.15142 0.39112 -2.30860 0.228
H -1.75193 1.97907 -0.79526 0.474
H -1.78014 0.19627 -0.76290 0.456
H -0.76501 -1.77030 -0.62671 0.223
```

The value obtained for the HOMO energy is -7.571 eV. The total charge is 0. As for the total energy: -7826.7510 eV. The calculation puts the HOMO-LUMO gap at 8.53 eV. The energy above the lowest of the compared OMol25 structures with the same formula, charge and spin comes out at 5.5690 eV. The molar mass comes out at 87.1 g/mol.

***

# 3
DFT (ωB97M-V with the def2-TZVPD basis set) results for C4H9NO in the gas phase.

```
15
Properties=species:S:1:pos:R:3:nbo_charge:R:1
C -0.47686 0.34838 2.07471 -0.636
C 0.30563 0.10974 0.81426 -0.401
C -0.20441 0.32940 -0.40482 0.485
N -1.43297 0.93653 -0.63891 -0.834
O 0.39528 0.01528 -1.59041 -0.525
C 1.19334 -1.15401 -1.65762 -0.247
H -1.53684 0.10700 1.92351 0.214
H -0.41937 1.38680 2.43283 0.199
H -0.10453 -0.28901 2.88344 0.215
H 1.32831 -0.24381 0.89215 0.204
H -1.63023 1.72759 -0.05266 0.381
H -1.62155 1.10021 -1.61005 0.389
H 2.08679 -0.92085 -2.24108 0.187
H 1.48835 -1.50353 -0.66902 0.189
H 0.62903 -1.94971 -2.15634 0.179
```

The value obtained for the HOMO energy is -7.741 eV. The total charge is 0. Its SMILES is C/C=C(\N)OC. As for the total energy: -7830.6453 eV. The calculation puts the HOMO-LUMO gap at 8.78 eV. The energy above the lowest of the compared OMol25 structures with the same formula, charge and spin comes out at 1.6747 eV. The molar mass comes out at 87.1 g/mol.

***

# 4
DFT (ωB97M-V with the def2-TZVPD basis set) results for a 2-piece molecular cluster, C4H9NO overall in a non-equilibrium geometry.

```
15
Properties=species:S:1:pos:R:3:nbo_charge:R:1
C 2.19891 0.31755 0.38260 -0.563
C 1.99301 -0.06319 -0.89554 -0.001
N 1.07482 0.45345 -1.78716 -0.812
H 1.42991 0.80058 0.99442 0.204
H 3.11497 0.19973 0.96280 0.211
H 2.58188 -0.87843 -1.30730 0.182
H 0.83654 1.41927 -1.65019 0.398
H 1.26483 0.11678 -2.71112 0.384
C -2.91721 -0.43615 1.25084 -0.511
C -1.59483 -0.34965 1.17605 0.150
O -0.85354 0.05040 0.08363 -0.719
H -3.28342 -1.05977 2.03649 0.219
H -3.42296 0.09312 0.46166 0.213
H -0.95051 -0.61632 2.01511 0.151
H -0.21263 -0.62310 -0.11044 0.494
```

The value obtained for the HOMO energy is -8.202 eV. The total charge is 0. Its SMILES is C=CN.C=CO. As for the total energy: -7829.0744 eV. The calculation puts the HOMO-LUMO gap at 9.17 eV. The energy above the lowest of the compared OMol25 structures with the same formula, charge and spin comes out at 3.2455 eV. The molar mass comes out at 87.1 g/mol.

***

# 5
DFT (ωB97M-V with the def2-TZVPD basis set) results for C4H9NO in the gas phase.

```
15
Properties=species:S:1:pos:R:3:nbo_charge:R:1
C -1.31269 -0.93801 0.05350 -0.618
C -0.08156 -0.06959 0.04759 0.043
C 1.11867 -0.57459 -0.74509 -0.055
O 2.23928 0.25665 -0.59994 -0.723
C -0.35011 1.37631 0.10261 -0.253
N 0.36195 0.71384 1.20703 -0.625
H -2.15919 -0.28904 0.27701 0.212
H -1.50520 -1.36357 -0.94007 0.223
H -1.27440 -1.75921 0.76853 0.212
H 1.33856 -1.60872 -0.42367 0.158
H 0.85971 -0.61063 -1.80943 0.176
H 2.20251 0.56587 0.32330 0.488
H -1.36787 1.69363 0.32576 0.188
H 0.16491 2.00575 -0.61247 0.208
H -0.23456 0.60131 2.02535 0.366
```

The value obtained for the HOMO energy is -9.578 eV. The total charge is 0. Its SMILES is C[C@@]1(CO)CN1. As for the total energy: -7830.2987 eV. The calculation puts the HOMO-LUMO gap at 10.56 eV. The energy above the lowest of the compared OMol25 structures with the same formula, charge and spin comes out at 2.0213 eV. The molar mass comes out at 87.1 g/mol.

***

# 6
DFT (ωB97M-V with the def2-TZVPD basis set) results for C4H9NO in the gas phase.

```
15
Properties=species:S:1:pos:R:3:nbo_charge:R:1
C -1.70154 0.57670 0.34551 -0.634
C -0.85154 -0.10565 -0.69149 -0.070
N 0.33242 0.60539 -1.16132 -0.615
C 0.51102 -0.65762 -0.45571 -0.111
C 1.25740 -0.58913 0.86968 -0.076
O 2.18487 0.46514 0.93288 -0.718
H -1.78586 0.00659 1.27584 0.215
H -1.27276 1.55353 0.58150 0.227
H -2.71189 0.73516 -0.04369 0.218
H -1.41609 -0.64791 -1.44801 0.189
H 0.45533 0.48760 -2.16027 0.362
H 0.75595 -1.51554 -1.07808 0.194
H 1.82480 -1.51798 0.97376 0.177
H 0.57123 -0.53900 1.73127 0.159
H 1.84665 1.14272 0.32812 0.483
```

The value obtained for the HOMO energy is -9.986 eV. The total charge is 0. Its SMILES is C[C@H]1N[C@H]1CO. As for the total energy: -7830.2684 eV. The calculation puts the HOMO-LUMO gap at 10.97 eV. The energy above the lowest of the compared OMol25 structures with the same formula, charge and spin comes out at 2.0516 eV. The molar mass comes out at 87.1 g/mol.

***

# 7
DFT (ωB97M-V with the def2-TZVPD basis set) results for a 2-piece molecular cluster, C4H9NO overall in a non-equilibrium geometry.

```
15
Properties=species:S:1:pos:R:3:nbo_charge:R:1
C -1.73270 -1.09144 -0.21525 -0.680
C -0.26170 -0.82847 -0.14702 0.178
N 0.23802 -0.34370 0.93391 -0.552
C 1.65168 -0.33971 1.01117 0.534
O 2.41329 -0.71218 0.15363 -0.559
H -2.12911 -1.20349 -1.22776 0.225
H -2.31551 -0.35060 0.33967 0.237
H -1.84426 -2.05247 0.30110 0.247
H 0.38405 -1.27393 -0.91330 0.197
H 2.02153 0.04964 1.97266 0.126
C 0.30054 1.76407 -0.51120 -0.835
H -0.21709 0.83188 -1.09312 0.212
H -0.35630 1.67133 0.34280 0.228
H 1.27142 1.28796 -0.49019 0.216
H 0.47614 2.85028 -0.70230 0.226
```

The value obtained for the HOMO energy is -10.031 eV. The total charge is 0. Its SMILES is C/C=N/C=O.C. As for the total energy: -7829.1365 eV. The calculation puts the HOMO-LUMO gap at 10.04 eV. The energy above the lowest of the compared OMol25 structures with the same formula, charge and spin comes out at 3.1834 eV. The molar mass comes out at 87.1 g/mol.

***

# 8
DFT (ωB97M-V with the def2-TZVPD basis set) results for C4H9NO in the gas phase in a non-equilibrium geometry.

```
15
Properties=species:S:1:pos:R:3:nbo_charge:R:1
C 0.50647 -2.28249 -0.66010 -0.615
C -0.39207 -1.26803 0.11478 -0.490
C -0.08432 0.20135 -0.23524 0.667
O 0.08058 0.62050 -1.37134 -0.643
N -0.14320 1.11779 0.75721 -0.610
C -0.02335 2.55774 0.41719 -0.412
H 0.19394 -3.28605 -0.78007 0.215
H 0.67406 -1.90980 -1.69195 0.236
H 1.50914 -2.35089 -0.20945 0.205
H -0.49081 -1.35225 1.16771 0.204
H -1.49166 -1.41307 -0.13789 0.229
H -0.33454 0.83808 1.68750 0.386
H -0.96118 2.90209 -0.04165 0.199
H 0.78488 2.57982 -0.33783 0.232
H 0.17206 3.04521 1.32112 0.196
```

The value obtained for the HOMO energy is -9.538 eV. The total charge is 0. Its SMILES is CCC(=O)NC. As for the total energy: -7831.5947 eV. The calculation puts the HOMO-LUMO gap at 10.48 eV. The energy above the lowest of the compared OMol25 structures with the same formula, charge and spin comes out at 0.7253 eV. The molar mass comes out at 87.1 g/mol.

***

- What is the HOMO in the fifth record?
  -9.578 eV

***

- What is the formula in the third record?
  C4H9NO

***

- What is the total charge in the fifth record?
  0